Entry 1:
Molecular formula: C17H20N6O
Method: DFT, wB97M-V/def2-TZVPD

strongest force on any atom: 3.7 eV/A
frontier orbital gap: 8.19 eV
LUMO energy: 0.49 eV
HOMO level: -7.70 eV
SMILES string: CN(c1nc(=O)cc[nH]1)C1CCN(c2nc3ccccc3[nH]2)CC1
ΔE to the lowest compared entry with this formula, charge and spin: 11.5 kcal per mole

Positions of all 44 atoms, in Å:
C 0.052 0.082 4.370
N 0.180 -0.420 2.976
C 1.169 -1.325 2.791
N 2.401 -0.955 2.817
C 3.326 -1.937 2.590
O 4.481 -1.631 2.538
C 2.954 -3.308 2.222
C 1.615 -3.640 2.252
N 0.733 -2.618 2.653
C -0.289 0.438 1.851
C -1.368 -0.302 1.081
C -0.737 -1.171 -0.006
N 0.162 -0.342 -0.813
C -0.392 0.380 -1.879
N -1.689 0.365 -2.067
C -1.825 1.232 -3.120
C -3.044 1.561 -3.717
C -3.077 2.382 -4.865
C -1.858 2.869 -5.392
C -0.652 2.521 -4.780
C -0.644 1.683 -3.648
N 0.264 1.124 -2.819
C 1.352 0.256 -0.125
C 0.836 1.103 1.036
H -0.979 0.374 4.605
H 0.707 0.918 4.609
H 0.319 -0.755 4.998
H 3.724 -4.001 1.906
H 1.357 -4.664 1.940
H -0.277 -2.686 2.593
H -0.801 1.262 2.339
H -2.033 -0.866 1.734
H -1.978 0.467 0.570
H -0.129 -1.935 0.455
H -1.536 -1.628 -0.628
H -3.997 1.175 -3.341
H -4.017 2.654 -5.363
H -1.871 3.508 -6.235
H 0.281 2.946 -5.164
H 1.282 1.170 -2.906
H 1.948 0.887 -0.788
H 1.980 -0.533 0.319
H 0.403 2.064 0.658
H 1.667 1.298 1.751

Atom charges from the natural (NBO) analysis, given in e for atoms 1 to 5: atom 1 (C): -0.384, atom 2 (N): -0.536, atom 3 (C): 0.635, atom 4 (N): -0.524, atom 5 (C): 0.572

Entry 2:
Molecular formula: C17H21AsClF6IN4O3PZr
Method: DFT, wB97M-V/def2-TZVPD

strongest force on any atom: 3.3 eV/A
frontier orbital gap (spin up / spin down): 6.06 / 2.22 eV
total charge: +4
LUMO energy (spin up / spin down): -11.98 / -15.72 eV
HOMO level (spin up / spin down): -18.04 / -17.94 eV
spin multiplicity: 2
ΔE to the lowest compared entry with this formula, charge and spin: 0.0 kcal per mole

Positions of all 56 atoms, in Å:
Zr 0.246 0.001 0.033
Cl 5.878 0.381 4.274
C 4.341 0.293 3.624
C 3.232 0.345 4.486
C 1.937 0.302 3.997
I 0.298 0.312 5.269
C 1.725 0.234 2.612
O 0.552 0.274 2.038
C 2.849 0.122 1.731
N 2.523 -0.007 0.420
C 3.520 -0.100 -0.465
C 4.863 -0.067 -0.084
C 5.195 0.065 1.248
C 4.162 0.158 2.200
H 3.411 0.424 5.551
H 3.251 -0.200 -1.509
H 5.630 -0.140 -0.843
H 6.232 0.096 1.558
F 1.043 1.073 -1.703
As 0.312 -0.012 -3.056
F -1.072 0.162 -1.909
F -0.142 1.305 -3.955
F -0.447 -1.267 -3.848
F 1.867 -0.258 -3.617
F 0.770 -1.267 -1.613
N -0.956 -3.125 3.845
C -1.800 -2.756 2.658
P -0.869 -2.599 1.065
O 0.617 -2.549 1.243
O -1.383 -1.322 0.390
C -1.310 -4.027 -0.033
N -0.088 -4.835 -0.392
H -1.556 -3.272 4.667
H -0.306 -2.362 4.091
H -0.410 -3.981 3.717
H -2.235 -1.777 2.864
H -2.620 -3.471 2.580
H -1.723 -3.604 -0.949
H -2.062 -4.691 0.391
H 0.773 -4.308 -0.183
H -0.082 -5.082 -1.388
H -0.041 -5.721 0.123
N -1.346 1.608 0.465
C -0.752 2.821 -0.074
C -1.350 3.452 -1.166
C -0.730 4.557 -1.717
C 0.480 5.016 -1.193
C 1.070 4.373 -0.100
C 0.457 3.266 0.467
H -2.241 1.411 0.014
H -1.517 1.685 1.469
H -2.292 3.092 -1.563
H -1.188 5.076 -2.549
H 0.955 5.888 -1.623
H 1.990 4.761 0.316
H 0.856 2.809 1.369

Atom charges from the natural (NBO) analysis, given in e for atoms 1 to 5: atom 1 (Zr): 2.477, atom 2 (Cl): 0.170, atom 3 (C): -0.025, atom 4 (C): -0.247, atom 5 (C): -0.204

Entry 3:
Molecular formula: C17H21BBr3F7N7O5S
Method: DFT, wB97M-V/def2-TZVPD

strongest force on any atom: 1.1 eV/A
frontier orbital gap: 6.61 eV
total charge: +1
LUMO energy: -4.90 eV
HOMO level: -11.51 eV

Positions of all 62 atoms, in Å:
C 3.039 -4.840 -0.547
C 2.147 -3.774 0.116
C 2.927 -2.540 0.588
Br 3.376 -2.605 2.490
N 2.419 -1.236 0.202
B 3.394 -0.361 -0.626
O 4.091 0.500 0.147
N 3.567 -0.514 -2.045
C 3.550 -1.891 -2.535
C 2.728 0.342 -2.878
C 1.275 -0.677 0.569
N 0.956 0.603 0.224
C -0.198 0.853 0.801
S -1.119 2.402 0.818
O -2.507 2.145 0.990
O -0.411 3.201 1.764
C -0.948 3.257 -0.851
F 0.260 3.818 -0.895
F -1.884 4.207 -0.774
C -1.177 2.423 -2.139
F -0.108 1.643 -2.337
F -1.264 3.303 -3.149
C -2.448 1.530 -2.173
F -2.650 1.111 -3.421
F -2.222 0.447 -1.391
F -3.521 2.182 -1.731
N -0.658 -0.195 1.470
O -1.768 -0.339 2.167
N -1.428 0.098 3.743
O -2.195 0.827 4.082
N 0.276 -1.214 1.332
C -0.054 -2.473 1.942
C -0.808 -3.378 1.234
C -1.152 -4.557 1.874
N -0.800 -4.843 3.116
C -0.104 -3.938 3.790
C 0.293 -2.728 3.246
H 2.956 -5.780 -0.003
H 2.716 -5.050 -1.563
H 4.094 -4.572 -0.528
H 1.703 -4.235 0.998
H 1.308 -3.481 -0.515
H 3.916 -2.597 0.145
H 4.296 1.337 -0.286
H 4.143 -2.541 -1.898
H 4.033 -1.917 -3.514
H 2.536 -2.286 -2.672
H 2.596 1.317 -2.409
H 1.734 -0.087 -3.033
H 3.205 0.519 -3.842
H -1.123 -3.181 0.218
H -1.733 -5.299 1.343
H 0.164 -4.185 4.809
H 0.859 -2.017 3.828
Br -6.213 6.465 -2.087
C -4.931 6.237 -0.646
C -5.554 6.453 0.708
Br -5.855 8.335 1.074
H -4.117 6.928 -0.840
H -4.573 5.213 -0.739
H -4.882 6.106 1.490
H -6.513 5.956 0.802

Atom charges from the natural (NBO) analysis, given in e for atoms 1 to 5: atom 1 (C): -0.614, atom 2 (C): -0.457, atom 3 (C): -0.054, atom 4 (Br): 0.026, atom 5 (N): -0.660

Entry 4:
Molecular formula: C17H21BrN2O5
Method: DFT, wB97M-V/def2-TZVPD

strongest force on any atom: 0.8 eV/A
frontier orbital gap: 9.45 eV
LUMO energy: 0.69 eV
HOMO level: -8.76 eV
SMILES string: Cc1ccc(OCC(=O)NNC(=O)[C@@H]2CCCC[C@@H]2C(=O)O)c(Br)c1
ΔE to the lowest compared entry with this formula, charge and spin: 6.2 kcal per mole

Positions of all 46 atoms, in Å:
C 3.717 -2.326 -4.876
C 2.352 -2.262 -4.265
C 2.117 -2.671 -2.961
C 0.850 -2.617 -2.401
C -0.223 -2.151 -3.146
O -1.515 -2.053 -2.715
C -1.833 -2.537 -1.436
C -1.269 -1.686 -0.300
O -0.982 -2.144 0.788
N -1.074 -0.397 -0.650
N -0.670 0.557 0.284
C -1.552 1.532 0.663
O -2.576 1.722 0.046
C -1.131 2.356 1.869
C 0.341 2.770 1.856
C 0.654 3.612 3.089
C 0.386 2.792 4.346
C -1.078 2.371 4.401
C -1.503 1.579 3.158
C -0.887 0.196 3.106
O 0.295 -0.046 3.064
O -1.817 -0.747 3.030
C 0.018 -1.733 -4.456
Br -1.452 -1.074 -5.463
C 1.278 -1.786 -5.011
H 4.457 -2.634 -4.142
H 4.002 -1.354 -5.275
H 3.728 -3.039 -5.700
H 2.935 -3.039 -2.360
H 0.712 -2.936 -1.380
H -2.926 -2.501 -1.375
H -1.511 -3.576 -1.298
H -1.519 -0.013 -1.476
H 0.069 0.237 0.897
H -1.751 3.258 1.852
H 0.989 1.894 1.870
H 0.546 3.335 0.945
H 1.699 3.925 3.064
H 0.033 4.511 3.094
H 1.019 1.904 4.338
H 0.628 3.375 5.236
H -1.262 1.765 5.290
H -1.708 3.262 4.465
H -2.588 1.436 3.176
H -1.426 -1.608 2.784
H 1.427 -1.455 -6.028

Atom charges from the natural (NBO) analysis, given in e for atoms 1 to 5: atom 1 (C): -0.624, atom 2 (C): -0.024, atom 3 (C): -0.212, atom 4 (C): -0.232, atom 5 (C): 0.238

Entry 5:
Molecular formula: C17H21ClFN6O2
Method: DFT, wB97M-V/def2-TZVPD

strongest force on any atom: 1.1 eV/A
frontier orbital gap: 8.55 eV
total charge: +1
LUMO energy: -2.54 eV
HOMO level: -11.09 eV
SMILES string: Fc1ccc(Nc2nc(N3CCOCC3)nc([NH+]3CCOCC3)n2)cc1Cl

Positions of all 48 atoms, in Å:
F -7.403 -1.105 -0.259
C -6.086 -1.300 -0.145
C -5.599 -2.586 0.016
C -4.240 -2.796 0.135
C -3.356 -1.717 0.094
N -1.993 -1.992 0.219
C -0.924 -1.190 0.234
N 0.250 -1.792 0.374
C 1.346 -1.032 0.392
N 2.528 -1.601 0.548
C 2.688 -3.041 0.518
C 3.826 -3.381 -0.473
O 3.936 -2.368 -1.441
C 4.435 -1.171 -0.894
C 3.768 -0.865 0.469
N 1.296 0.333 0.291
C 0.089 0.787 0.158
N -0.043 2.253 0.030
C 0.443 2.950 1.245
C 0.292 4.462 1.056
O 0.991 4.896 -0.080
C 0.515 4.279 -1.247
C 0.676 2.758 -1.165
N -1.054 0.159 0.115
C -3.852 -0.429 -0.069
C -5.216 -0.215 -0.189
Cl -5.819 1.386 -0.389
H -6.296 -3.409 0.046
H -3.864 -3.800 0.260
H -1.754 -2.972 0.321
H 1.740 -3.471 0.197
H 2.927 -3.406 1.522
H 4.780 -3.507 0.057
H 3.600 -4.301 -1.013
H 5.526 -1.232 -0.765
H 4.208 -0.398 -1.630
H 3.566 0.198 0.578
H 4.406 -1.198 1.292
H -1.051 2.430 -0.081
H -0.127 2.604 2.109
H 1.495 2.684 1.372
H 0.726 4.989 1.907
H -0.774 4.727 0.979
H 1.112 4.673 -2.071
H -0.542 4.537 -1.418
H 0.277 2.273 -2.057
H 1.728 2.491 -1.045
H -3.179 0.408 -0.103

Atom charges from the natural (NBO) analysis, given in e for atoms 1 to 5: atom 1 (F): -0.297, atom 2 (C): 0.366, atom 3 (C): -0.241, atom 4 (C): -0.210, atom 5 (C): 0.115

Entry 6:
Molecular formula: C17H21IN6O5Pt
Method: DFT, wB97M-V/def2-TZVPD

strongest force on any atom: 1.5 eV/A
frontier orbital gap (spin up / spin down): 5.61 / 5.61 eV
total charge: +2
LUMO energy (spin up / spin down): -8.63 / -8.63 eV
HOMO level (spin up / spin down): -14.25 / -14.25 eV
ΔE to the lowest compared entry with this formula, charge and spin: 21.9 kcal per mole

Positions of all 51 atoms, in Å:
Pt -0.717 1.182 -0.637
C 0.049 -1.591 -4.233
C -0.108 -2.255 -2.904
N -0.211 -3.556 -2.839
C -0.366 -4.215 -1.683
C -0.495 -3.571 -0.481
C -0.659 -4.379 0.789
O 0.214 -3.941 1.827
C -0.403 -2.157 -0.496
C -0.589 -1.439 0.718
N -0.570 -0.150 0.879
C -0.614 0.357 2.221
C 0.183 -0.215 3.205
C 0.108 0.245 4.513
C -0.750 1.284 4.842
C -1.532 1.880 3.859
C -1.442 1.415 2.561
I -2.642 2.231 1.071
C -0.117 -1.484 -1.696
O 0.215 -0.210 -1.799
H 0.252 -2.345 -4.988
H 0.850 -0.853 -4.220
H -0.880 -1.076 -4.494
H -0.387 -5.296 -1.750
H -0.502 -5.432 0.556
H -1.681 -4.285 1.166
H 1.015 -4.474 1.820
H -0.735 -2.029 1.616
H 0.857 -1.021 2.943
H 0.724 -0.213 5.274
H -0.816 1.637 5.861
H -2.199 2.694 4.111
N -0.602 2.468 -2.287
N -1.404 1.968 -3.326
C -2.170 0.840 -3.017
O -2.742 0.211 -3.842
O -2.268 0.597 -1.697
H -0.996 3.326 -1.899
H 0.354 2.651 -2.588
H -1.058 2.028 -4.274
C 2.748 1.032 0.303
N 2.706 2.468 0.532
C 1.629 3.252 0.461
N 1.789 4.563 0.678
O 0.452 2.846 0.191
H 3.627 0.790 -0.290
H 1.873 0.713 -0.255
H 2.790 0.484 1.245
H 3.568 2.898 0.832
H 2.674 4.968 0.932
H 0.976 5.156 0.690

Atom charges from the natural (NBO) analysis, given in e for atoms 1 to 5: atom 1 (Pt): 1.471, atom 2 (C): -0.667, atom 3 (C): 0.216, atom 4 (N): -0.335, atom 5 (C): 0.036

Entry 7:
Molecular formula: C17H21MnN5O2S
Method: DFT, wB97M-V/def2-TZVPD

strongest force on any atom: 6.3 eV/A
frontier orbital gap (spin up / spin down): 9.24 / 4.41 eV
total charge: +4
LUMO energy (spin up / spin down): -12.97 / -17.37 eV
HOMO level (spin up / spin down): -22.21 / -21.78 eV
spin multiplicity: 4

Positions of all 47 atoms, in Å:
N -0.475 -2.010 -0.981
C -0.248 -3.129 -1.251
C 0.052 -4.470 -1.672
H 0.960 -4.480 -2.294
H -0.778 -4.866 -2.274
H 0.212 -5.161 -0.833
N -1.742 0.553 0.335
C -2.597 0.948 1.006
C -3.778 1.436 1.660
H -4.659 1.010 1.149
H -3.810 2.534 1.589
H -3.805 1.146 2.720
N 1.401 2.107 -0.602
C 2.327 2.695 -0.964
C 3.481 3.427 -1.422
H 3.881 4.044 -0.609
H 3.205 4.079 -2.260
H 4.254 2.725 -1.757
Mn -0.945 0.001 -1.434
C 0.527 1.418 1.706
O 0.262 2.470 2.083
C -0.476 -1.462 1.620
O -1.320 -2.153 1.969
C -2.004 -0.673 -2.936
C -0.644 -0.444 -3.320
C -0.081 0.838 -3.127
C -0.836 1.858 -2.541
C -2.127 1.621 -2.049
C -2.734 0.347 -2.246
H -2.382 -1.690 -2.949
H 0.005 -1.248 -3.657
H 0.961 1.028 -3.380
H -0.374 2.837 -2.428
H -2.637 2.426 -1.513
H -3.683 0.111 -1.763
S 2.048 -0.729 0.232
C 2.850 -0.844 1.713
N 2.285 -0.850 2.940
C 3.247 -0.820 4.024
C 4.583 -0.807 3.292
N 4.184 -0.886 1.895
H 1.278 -0.866 3.079
H 3.127 -1.700 4.661
H 3.113 0.075 4.638
H 5.200 -1.666 3.567
H 5.144 0.113 3.491
H 4.829 -0.799 1.113

Atom charges from the natural (NBO) analysis, given in e for atoms 1 to 5: atom 1 (N): -0.558, atom 2 (C): 0.593, atom 3 (C): -0.781, atom 4 (H): 0.312, atom 5 (H): 0.327

Entry 8:
Molecular formula: C17H21N3O4S
Method: DFT, wB97M-V/def2-TZVPD

strongest force on any atom: 0.7 eV/A
frontier orbital gap: 8.83 eV
LUMO energy: 0.31 eV
HOMO level: -8.51 eV
SMILES string: O=C(Cn1c(=O)[nH]c2sc3c(c2c1=O)CCCC3)NC[C@@H]1CCCO1
ΔE to the lowest compared entry with this formula, charge and spin: 0.0 kcal per mole

Positions of all 46 atoms, in Å:
O -0.003 1.587 2.740
C 0.783 1.103 1.955
C 0.903 -0.417 1.745
N 0.488 -0.844 0.414
C 1.415 -0.738 -0.594
O 2.534 -0.292 -0.426
N 1.018 -1.169 -1.837
C -0.234 -1.658 -2.063
S -0.836 -2.185 -3.589
C -2.376 -2.582 -2.850
C -2.399 -2.315 -1.521
C -1.158 -1.779 -1.052
C -0.811 -1.386 0.298
O -1.521 -1.501 1.268
C -3.599 -2.576 -0.672
C -4.838 -2.777 -1.543
C -4.537 -3.746 -2.685
C -3.508 -3.138 -3.641
N 1.632 1.818 1.196
C 1.720 3.255 1.266
C 3.008 3.714 1.977
C 3.019 3.309 3.466
C 3.278 4.628 4.198
C 2.759 5.649 3.187
O 3.121 5.126 1.924
H 1.940 -0.723 1.902
H 0.239 -0.907 2.461
H 1.698 -1.096 -2.581
H -3.736 -1.749 0.025
H -3.410 -3.469 -0.069
H -5.655 -3.161 -0.932
H -5.150 -1.818 -1.960
H -5.449 -3.980 -3.234
H -4.142 -4.676 -2.272
H -3.147 -3.889 -4.347
H -3.973 -2.337 -4.227
H 2.300 1.326 0.614
H 1.707 3.677 0.256
H 0.847 3.614 1.816
H 3.871 3.307 1.435
H 3.783 2.564 3.677
H 2.049 2.899 3.745
H 2.764 4.691 5.154
H 4.347 4.776 4.356
H 3.217 6.635 3.276
H 1.667 5.749 3.263

Atom charges from the natural (NBO) analysis, given in e for atoms 1 to 5: atom 1 (O): -0.617, atom 2 (C): 0.667, atom 3 (C): -0.323, atom 4 (N): -0.455, atom 5 (C): 0.802